Entry from the OMol25 dataset: C22H24F5HfN2SSi as an isolated structure (ωB97M-V with the def2-TZVPD basis set).

Each line ends with the Löwdin charge.
Atoms and positions in Å:
Hf  -1.393  1.210  -1.630  1.644
C  0.470  0.236  -2.094  -0.340
Si  1.154  -0.218  -0.381  0.662
C  -0.080  0.714  0.825  -0.217
N  -1.517  0.625  0.423  -0.340
C  -2.038  -0.764  0.596  -0.176
C  -2.108  -1.210  2.061  -0.144
C  -2.575  -0.070  2.980  -0.168
C  -3.340  0.967  2.166  -0.160
C  -2.415  1.610  1.132  -0.156
C  1.189  -2.092  -0.234  -0.261
C  1.517  -2.827  -1.378  -0.102
C  1.668  -4.204  -1.325  -0.067
C  1.487  -4.877  -0.125  -0.067
C  1.175  -4.164  1.023  -0.069
C  1.038  -2.786  0.968  -0.101
C  2.852  0.444  0.053  -0.249
C  3.938  0.048  -0.733  -0.091
C  5.227  0.444  -0.418  -0.069
C  5.456  1.241  0.695  -0.068
C  4.390  1.643  1.487  -0.074
C  3.100  1.249  1.166  -0.098
H  0.364  -0.663  -2.708  0.011
H  1.145  0.924  -2.613  0.027
H  0.220  1.767  0.787  0.084
H  0.045  0.396  1.863  0.099
H  -1.410  -1.451  0.025  0.113
H  -3.035  -0.796  0.164  0.105
H  -1.149  -1.602  2.392  0.088
H  -2.811  -2.042  2.100  0.128
H  -1.722  0.413  3.463  0.114
H  -3.205  -0.460  3.777  0.119
H  -3.723  1.756  2.812  0.127
H  -4.198  0.502  1.676  0.122
H  -1.785  2.345  1.629  0.132
H  -3.039  2.142  0.404  0.108
H  1.658  -2.319  -2.325  0.092
H  1.927  -4.753  -2.222  0.111
H  1.594  -5.952  -0.085  0.111
H  1.049  -4.682  1.965  0.110
H  0.840  -2.239  1.883  0.093
H  3.772  -0.584  -1.599  0.104
H  6.055  0.128  -1.040  0.110
H  6.462  1.548  0.947  0.110
H  4.562  2.265  2.356  0.109
H  2.283  1.573  1.801  0.090
F  -0.214  4.471  -2.529  0.137
C  -0.787  3.304  -2.415  -0.238
F  -1.033  3.204  -0.863  -0.167
C  -2.246  3.393  -2.938  -0.589
F  -3.116  2.957  -1.945  0.052
F  -2.356  2.398  -3.865  0.105
F  -2.690  4.508  -3.435  0.244
S  -5.656  0.159  -2.254  0.794
C  -4.101  0.121  -2.248  -0.925
N  -2.894  0.053  -2.216  -0.118

Energy above the lowest of the compared OMol25 structures with the same formula, charge and spin   129.2 kJ/mol
Charge   +1
Lowest unoccupied orbital energy   -3.400 eV
Kohn-Sham gap   8.35 eV
HOMO level   -11.747 eV



Entry from the OMol25 dataset: C32H22I2PPt as an isolated structure (ωB97M-V with the def2-TZVPD basis set).

Each line ends with the Löwdin charge.
Atoms and positions in Å:
Pt  0.581  -1.814  -0.773  0.534
I  2.976  -2.341  0.074  1.317
C  2.246  -2.586  2.013  -0.576
C  3.080  -2.850  3.065  -0.076
C  2.507  -3.087  4.330  -0.011
C  1.149  -3.067  4.487  0.034
C  0.281  -2.796  3.400  -0.134
C  -1.121  -2.770  3.560  0.040
C  -1.952  -2.498  2.506  -0.015
C  -1.417  -2.231  1.231  -0.090
C  -0.047  -2.239  1.058  -0.312
C  0.844  -2.542  2.120  -0.269
H  4.154  -2.891  2.941  0.125
H  3.153  -3.299  5.170  0.135
H  0.709  -3.261  5.457  0.141
H  -1.535  -2.972  4.540  0.143
H  -3.025  -2.489  2.635  0.132
H  -2.090  -2.011  0.417  0.054
I  -1.505  -1.924  -2.380  1.323
C  -2.807  -0.384  -1.801  -0.543
C  -4.084  -0.622  -2.269  -0.122
C  -5.116  0.276  -1.999  -0.011
C  -4.857  1.359  -1.207  0.031
C  -3.571  1.597  -0.680  -0.130
C  -3.405  2.697  0.201  0.050
C  -2.203  2.975  0.781  -0.005
C  -1.099  2.190  0.451  -0.034
C  -1.181  1.118  -0.435  -0.272
P  0.436  0.532  -0.889  0.987
C  0.793  0.706  -2.614  -0.423
C  1.954  0.094  -3.125  -0.113
C  2.208  0.133  -4.481  -0.021
C  1.318  0.789  -5.328  0.003
C  0.178  1.407  -4.828  -0.012
C  -0.098  1.358  -3.471  -0.066
C  1.721  1.112  0.186  -0.405
C  2.742  1.907  -0.354  -0.048
C  3.740  2.389  0.476  -0.018
C  3.730  2.082  1.829  -0.003
C  2.711  1.299  2.370  -0.029
C  1.710  0.815  1.554  -0.120
C  -2.464  0.745  -0.998  -0.186
H  -4.307  -1.509  -2.851  0.107
H  -6.105  0.091  -2.394  0.138
H  -5.646  2.055  -0.954  0.141
H  -4.271  3.312  0.411  0.144
H  -2.086  3.808  1.461  0.136
H  -0.140  2.468  0.866  0.110
H  2.671  -0.366  -2.451  0.078
H  3.100  -0.325  -4.886  0.131
H  1.522  0.828  -6.391  0.135
H  -0.488  1.935  -5.498  0.133
H  -0.984  1.840  -3.076  0.118
H  2.752  2.164  -1.406  0.119
H  4.520  3.017  0.067  0.132
H  4.512  2.464  2.472  0.133
H  2.701  1.080  3.430  0.128
H  0.904  0.230  1.979  0.112

Energy above the lowest of the compared OMol25 structures with the same formula, charge and spin   0.0 kJ/mol
Charge   +3
Lowest unoccupied orbital energy (alpha / beta)   -11.627 / -11.628 eV
Kohn-Sham gap (alpha / beta)   5.23 / 5.23 eV
HOMO level (alpha / beta)   -16.861 / -16.861 eV



Entry from the OMol25 dataset: a 4-piece molecular cluster, C7H23NO4 overall (ωB97M-V with the def2-TZVPD basis set).

Each line ends with the Löwdin charge.
Atoms and positions in Å:
C  -2.031  -0.838  2.477  -0.051
C  -2.086  -1.685  1.201  -0.499
C  -2.760  -3.015  1.438  -0.066
O  -2.870  -1.041  0.214  -0.063
H  -1.972  0.227  2.292  0.055
H  -1.204  -1.207  3.098  0.079
H  -2.880  -1.070  3.131  0.074
H  -1.055  -1.784  0.850  0.116
H  -2.808  -3.617  0.528  0.078
H  -3.795  -2.837  1.733  0.082
H  -2.275  -3.652  2.180  0.078
H  -2.424  -0.321  -0.262  0.046
O  0.035  1.719  -3.801  -0.044
H  -0.151  2.631  -4.054  0.056
H  0.558  1.362  -4.529  0.055
O  -1.310  0.493  -1.628  -0.067
H  -1.145  0.613  -2.577  0.019
H  -0.536  0.900  -1.185  0.017
C  1.967  -1.019  -0.183  -0.058
C  2.391  0.253  -0.885  -0.419
C  1.889  1.471  -0.092  -0.194
O  0.533  1.287  0.302  -0.247
C  0.021  2.351  1.071  -0.090
N  3.864  0.313  -0.843  0.031
H  2.285  -1.964  -0.634  0.081
H  0.889  -1.120  -0.051  0.056
H  2.414  -1.045  0.815  0.093
H  1.972  0.383  -1.887  0.126
H  2.012  2.408  -0.653  0.127
H  2.458  1.601  0.838  0.125
H  -0.087  3.243  0.439  0.093
H  0.638  2.647  1.922  0.094
H  -0.979  2.045  1.366  0.078
H  4.244  -0.612  -1.012  0.067
H  4.197  0.878  -1.619  0.072

Energy above the lowest of the compared OMol25 structures with the same formula, charge and spin   53.1 kJ/mol
Structure (SMILES)   COC[C@H](C)N.CC(C)O.O.O
Lowest unoccupied orbital energy   0.150 eV
Kohn-Sham gap   9.39 eV
HOMO level   -9.236 eV